This record from the OMol25 dataset describes one molecule with the formula C4H10N2 in a non-equilibrium geometry. The level of theory is ωB97M-V/def2-TZVPD.

## Properties
Kohn-Sham gap   9.516 eV
Maximum force   1.90 eV/Å
Structure (SMILES)   C=C(N)CCN
Energy above the lowest of the compared OMol25 structures with the same formula, charge and spin   32.1 kcal/mol
Molecular weight   86.14 g mol⁻¹

```
! wB97M-V def2-TZVPD RIJCOSX def2/J DEFGRID3
* xyz 0 1
N -1.138 -0.677 -1.560
N 1.620 -0.657 0.356
C -0.314 0.527 -1.482
C -0.084 -0.291 2.045
C -0.051 1.081 -0.068
C 0.480 0.054 0.881
H 2.022 -1.172 1.126
H -1.133 -0.077 2.213
H -0.701 1.294 -2.142
H -0.822 -1.348 -0.865
H 0.535 -0.691 2.840
H 0.668 0.246 -1.866
H -0.953 1.585 0.287
H -2.100 -0.495 -1.295
H 1.242 -1.222 -0.391
H 0.730 1.844 -0.078
*
```